one:
Formula: C42H103N5O11
Source: the OMol25 dataset
Level of theory: the ωB97M-V functional and the def2-TZVPD basis

For the LUMO energy, the calculation gives 0.013 Ha. The value obtained for the HOMO-LUMO gap is 7.844 eV. The value obtained for the HOMO energy is -7.5 eV. The SMILES is CC1(C)CCCC(C)(C)N1O.CC1(C)CCCC(C)(C)N1O.CC1(C)CCCC(C)(C)N1O.NC(N)=O.CCO.CCO.CCO.CCO.CCO.CCO.CCO.

Last column: Löwdin charge in e.
Cartesian coordinates (Å):
C 3.96578 -1.99665 -5.92822  -0.0172
C 3.96169 -0.46689 -5.68531  -0.4617
C 5.38535 0.05635 -5.93190  -0.0253
C 2.87848 0.14603 -6.61380  -0.1381
C 2.69252 1.61549 -6.37612  -0.1882
C 2.28788 1.87550 -4.93150  -0.1119
C 3.15048 1.14529 -3.81721  -0.4651
C 4.28251 2.15276 -3.46979  -0.0130
C 2.17687 0.90647 -2.68698  -0.0433
N 3.61827 -0.16154 -4.25915  -0.1375
O 4.37954 -0.87057 -3.32188  -0.0086
H 3.72746 -2.28503 -6.95201  0.0881
H 4.90123 -2.48729 -5.65934  0.0780
H 3.28383 -2.44410 -5.20516  0.0698
H 5.55500 1.05574 -5.53121  0.0709
H 6.12610 -0.62020 -5.50567  0.0780
H 5.60645 -0.00410 -6.99753  0.0923
H 3.16006 -0.05545 -7.64735  0.1225
H 1.90705 -0.30318 -6.40731  0.1148
H 3.62097 2.11492 -6.65301  0.1093
H 1.94952 1.99793 -7.07596  0.1175
H 1.21535 1.78119 -4.76160  0.1023
H 2.38560 2.95749 -4.84295  0.1156
H 5.18381 1.61934 -3.16774  0.0693
H 3.99428 2.93348 -2.76588  0.0889
H 4.52592 2.71500 -4.37131  0.0719
H 1.92094 1.85603 -2.21695  0.0995
H 2.69513 0.27226 -1.96776  0.0765
H 1.22665 0.45585 -2.97354  0.0554
H 5.20536 -0.38375 -3.37314  0.0824
C -2.39449 0.57284 4.58454  -0.0593
C -3.43758 1.62231 4.53539  -0.4914
C -3.24239 2.62234 5.72208  -0.0209
C -3.25409 2.37892 3.18409  -0.1169
C -4.50357 3.11083 2.68449  -0.1557
C -5.72354 2.17145 2.63731  -0.1122
C -5.96312 1.35272 3.96948  -0.4684
C -6.65996 2.33408 4.94879  -0.0317
C -6.92489 0.22819 3.66295  -0.0445
N -4.68845 0.88667 4.58871  -0.1359
O -4.85127 0.10713 5.70454  0.0032
H -2.48391 -0.11404 3.74294  0.0790
H -1.38166 0.97563 4.59023  0.0968
H -2.49659 -0.16709 5.37838  0.0801
H -2.35390 3.24996 5.65276  0.0741
H -4.06975 3.31629 5.87043  0.0613
H -3.09623 2.19724 6.71507  0.0771
H -2.60049 3.23405 3.35631  0.0907
H -2.73571 1.75723 2.45410  0.0974
H -4.72371 4.01986 3.24422  0.1081
H -4.26055 3.61293 1.74805  0.0986
H -5.68405 1.38968 1.87878  0.0863
H -6.60807 2.71187 2.30017  0.1179
H -6.86347 1.81992 5.88811  0.0802
H -7.52267 2.86215 4.54261  0.0842
H -5.89707 3.08013 5.17125  0.0532
H -7.31681 -0.16320 4.60174  0.0815
H -6.42751 -0.58492 3.13421  0.0702
H -7.76896 0.52061 3.03833  0.0798
H -4.59567 -0.75440 5.36686  0.1035
C 2.45271 -0.37177 2.80779  -0.0070
C 3.93090 -0.55245 2.39405  -0.4583
C 4.69881 -1.26816 3.50895  -0.0188
C 3.90638 -1.34561 1.05703  -0.1225
C 5.27822 -1.48153 0.37080  -0.1802
C 5.75616 -0.09638 0.04277  -0.1420
C 5.73834 0.91892 1.26427  -0.4449
C 7.09012 0.72150 2.06907  -0.0119
C 5.67221 2.30884 0.59467  -0.0436
N 4.52578 0.79241 2.06902  -0.1103
O 4.44390 1.71972 3.16850  0.0026
H 1.97221 -1.34336 2.92288  0.0709
H 2.46337 0.19202 3.74060  0.0866
H 1.86583 0.30110 2.18255  0.0564
H 5.70811 -1.53959 3.19954  0.0709
H 4.73750 -0.74705 4.46554  0.0867
H 4.22000 -2.23280 3.67718  0.0801
H 3.44236 -2.33001 1.11819  0.1188
H 3.27559 -0.89981 0.28795  0.1087
H 5.93261 -1.93048 1.11801  0.1001
H 5.23972 -2.16195 -0.47988  0.1062
H 5.12556 0.32717 -0.73892  0.0914
H 6.75503 -0.20263 -0.38040  0.1188
H 6.98138 0.56549 3.14236  0.0615
H 7.79468 1.55318 2.06530  0.0766
H 7.63173 -0.16099 1.72853  0.0733
H 5.62461 3.06346 1.37977  0.0768
H 4.79805 2.54801 -0.01092  0.0725
H 6.56378 2.58011 0.02932  0.0843
H 5.04899 1.31289 3.79296  0.0718
N -1.41831 -1.27983 -0.54962  0.2048
C -0.70312 -0.62817 0.35491  -0.7238
N 0.12748 0.23378 -0.19011  0.2198
O -0.92819 -0.73648 1.53654  0.0239
H -1.10013 -1.26977 -1.50814  0.0560
H -2.27162 -1.73486 -0.25822  0.0856
H 0.41031 0.17433 -1.15788  0.0737
H 0.67929 0.81325 0.42620  0.0662
C 1.06457 -3.63962 4.33695  -0.0703
C -0.24302 -3.02963 3.72953  -0.3184
O -0.46737 -3.35763 2.37825  -0.0926
H 2.00686 -3.35909 3.86631  0.0397
H 0.90488 -4.71783 4.34451  0.0660
H 1.22401 -3.41155 5.39083  0.0665
H -0.23984 -1.93969 3.74006  0.0861
H -1.08750 -3.31548 4.35662  0.1012
H -0.81486 -2.56676 1.95946  0.0174
C -7.71868 -0.38669 0.27775  -0.0825
C -6.67100 -1.49039 0.20394  -0.3088
O -5.76201 -1.11742 -0.77208  -0.0872
H -8.47131 -0.75365 0.97558  0.0722
H -8.28916 -0.19924 -0.63193  0.0805
H -7.35991 0.57848 0.63529  0.0557
H -7.15355 -2.40587 -0.13833  0.1164
H -6.20493 -1.60495 1.18258  0.1021
H -5.08698 -1.79997 -0.76362  0.0413
C -2.78589 2.50454 -0.96646  -0.0683
C -3.71540 1.32801 -0.70222  -0.3353
O -5.08662 1.62589 -0.91039  -0.0718
H -3.20057 3.04489 -1.81744  0.0793
H -1.74462 2.20066 -1.07375  0.0572
H -2.77060 3.16013 -0.09580  0.0486
H -3.48740 0.82819 0.23921  0.0985
H -3.38482 0.53238 -1.36990  0.0760
H -5.50504 0.77516 -1.06128  0.0337
C -1.64346 0.31081 -4.31767  -0.0650
C -0.81920 -0.94638 -4.46017  -0.2974
O -0.72388 -1.59176 -3.19917  -0.1278
H -1.78482 0.79521 -5.28383  0.0815
H -0.91239 0.91980 -3.78591  0.0531
H -2.55042 0.30763 -3.71311  0.0731
H 0.18726 -0.67955 -4.78257  0.0943
H -1.35117 -1.56582 -5.18226  0.1080
H 0.14149 -2.00577 -3.16272  0.0287
C 1.07915 -3.95202 -1.29133  -0.0511
C 2.21468 -3.48429 -2.22735  -0.2336
O 1.82180 -2.24571 -2.87564  -0.1166
H 0.05072 -3.88381 -1.64599  0.0477
H 1.11407 -3.31966 -0.40419  0.0700
H 1.19072 -5.02487 -1.13431  0.0791
H 2.45732 -4.15440 -3.05208  0.1080
H 3.11664 -3.35811 -1.62848  0.1001
H 2.57989 -1.82245 -3.28522  0.0333
C -3.62218 -3.06140 -2.81557  -0.0568
C -3.26952 -3.80945 -1.50346  -0.2974
O -3.68792 -3.15095 -0.35974  -0.0824
H -3.75106 -2.00516 -2.57922  0.0639
H -4.51292 -3.43138 -3.32331  0.0723
H -2.85645 -3.08336 -3.59099  0.0623
H -2.18291 -3.83235 -1.58625  0.0817
H -3.59860 -4.84575 -1.58013  0.1170
H -3.70110 -3.67467 0.44471  0.1191
C -0.20958 3.33976 1.71525  -0.0580
C 1.25623 3.01338 2.05792  -0.3303
O 1.85891 2.35338 1.00876  -0.1015
H -0.75920 2.46019 1.38000  0.0469
H -0.20461 3.92525 0.79586  0.0775
H -0.67451 3.85694 2.55457  0.0711
H 1.42362 2.64154 3.06877  0.1094
H 1.82351 3.93828 2.16216  0.1059
H 2.64086 1.84127 1.22763  0.0493

***

two:
Formula: C42H103N5O11
Source: the OMol25 dataset
Level of theory: the ωB97M-V functional and the def2-TZVPD basis

For the LUMO energy, the calculation gives 0.013 Ha. The value obtained for the HOMO-LUMO gap is 8.439 eV. The value obtained for the HOMO energy is -8.1 eV. The SMILES is CC1(C)CCCC(C)(C)N1O.CC1(C)CCCC(C)(C)N1O.CC1(C)CCCC(C)(C)N1O.NC(N)=O.CCO.CCO.CCO.CCO.CCO.CCO.CCO.

Last column: Löwdin charge in e.
Cartesian coordinates (Å):
C -20.49419 18.33308 -1.83465  -0.0126
C -19.69264 18.99996 -0.70663  -0.4783
C -20.57050 20.08788 -0.07697  -0.0090
C -19.36709 17.96439 0.36310  -0.1401
C -18.24620 17.03375 -0.03235  -0.1623
C -17.01094 17.85348 -0.40706  -0.1408
C -17.26467 18.88533 -1.49590  -0.4955
C -16.04153 19.80213 -1.49256  -0.0287
C -17.37321 18.20998 -2.86172  -0.0171
N -18.44530 19.66779 -1.11772  -0.1049
O -18.67362 20.75227 -1.99215  -0.0151
H -21.56368 18.42565 -1.63873  0.0680
H -20.34877 18.76932 -2.83017  0.0757
H -20.29531 17.26449 -1.94291  0.0742
H -21.34030 19.62481 0.54895  0.0943
H -19.98434 20.77230 0.53273  0.0701
H -21.10800 20.64015 -0.85029  0.0664
H -19.16999 18.45028 1.32165  0.1135
H -20.25167 17.33430 0.51072  0.1274
H -17.97675 16.35704 0.78026  0.1149
H -18.53762 16.43216 -0.89821  0.0949
H -16.19562 17.18447 -0.69631  0.1165
H -16.65821 18.37073 0.49201  0.1111
H -15.90387 20.30278 -0.53359  0.0768
H -16.10713 20.58254 -2.24993  0.0605
H -15.14285 19.22124 -1.70819  0.0924
H -16.41579 17.76979 -3.15256  0.0947
H -17.66455 18.89579 -3.66181  0.0628
H -18.10891 17.40112 -2.86045  0.0577
H -19.00944 20.37450 -2.82614  0.0618
C -28.45200 17.32432 -3.82524  -0.0469
C -27.42048 17.84670 -2.83856  -0.5328
C -28.17543 18.45606 -1.63963  -0.0185
C -26.53858 16.66681 -2.42896  -0.1458
C -25.33535 17.09209 -1.61289  -0.1651
C -24.49861 18.09080 -2.41823  -0.1312
C -25.28300 19.26424 -3.01450  -0.5123
C -25.42680 20.38479 -1.96548  -0.0127
C -24.47159 19.82151 -4.17503  -0.0353
N -26.56201 18.80158 -3.52174  -0.1083
O -27.28217 19.82958 -4.16554  -0.0146
H -28.99249 16.47370 -3.40593  0.0875
H -29.22253 18.07933 -4.00657  0.0842
H -27.99760 17.02141 -4.76959  0.0896
H -27.50930 18.65423 -0.80171  0.0609
H -28.62005 19.40155 -1.95231  0.0864
H -28.96599 17.78360 -1.30335  0.0851
H -27.14834 15.92850 -1.89376  0.1235
H -26.23757 16.12674 -3.33497  0.1239
H -25.70800 17.57576 -0.70592  0.1024
H -24.71748 16.24806 -1.30786  0.1127
H -23.85974 17.59892 -3.15416  0.1032
H -23.78493 18.52430 -1.70437  0.1035
H -25.79477 20.01047 -1.00940  0.0734
H -26.12512 21.11758 -2.37501  0.0891
H -24.47698 20.88631 -1.77631  0.0622
H -24.28899 19.04206 -4.92927  0.0876
H -23.50198 20.22511 -3.89032  0.0683
H -25.04673 20.56110 -4.73669  0.0823
H -27.45907 19.48172 -5.04507  0.1041
C -21.82475 27.05718 -2.14342  -0.0352
C -21.40264 25.59095 -2.04615  -0.5279
C -19.94619 25.55964 -1.52946  -0.0189
C -22.30893 24.87941 -1.05728  -0.1382
C -22.24528 23.36811 -1.14957  -0.1707
C -22.57493 22.90389 -2.56648  -0.1393
C -21.72350 23.57295 -3.64700  -0.4993
C -20.36753 22.86604 -3.75768  -0.0222
C -22.47233 23.43893 -4.97214  -0.0266
N -21.56355 24.99511 -3.35995  -0.1031
O -20.79864 25.64211 -4.34330  -0.0091
H -22.83261 27.12362 -2.55792  0.0891
H -21.77852 27.55557 -1.17585  0.0856
H -21.17632 27.57801 -2.84811  0.0789
H -19.87759 26.16825 -0.62455  0.0855
H -19.59844 24.55098 -1.30954  0.0528
H -19.26941 26.04546 -2.23754  0.0836
H -22.04573 25.18399 -0.03893  0.1229
H -23.34003 25.22572 -1.19267  0.1252
H -21.23566 23.01948 -0.90438  0.0941
H -22.93445 22.93770 -0.42112  0.1157
H -23.64885 22.99356 -2.75137  0.1186
H -22.37678 21.82540 -2.58808  0.0937
H -19.74740 23.04615 -2.88200  0.0645
H -19.84818 23.19028 -4.66645  0.0702
H -20.48136 21.79142 -3.91761  0.0729
H -22.64725 22.38326 -5.20200  0.0787
H -21.92586 23.87940 -5.80812  0.0772
H -23.43577 23.94722 -4.92199  0.0898
H -19.87666 25.37028 -4.21131  0.0892
N -19.62780 19.15342 -7.17522  0.1810
C -19.33413 20.21791 -6.37891  -0.6351
N -19.35361 21.44812 -6.99591  0.1697
O -19.11987 20.11170 -5.17639  -0.0033
H -19.55970 18.21371 -6.82106  0.0640
H -19.79878 19.29693 -8.15408  0.1026
H -19.67487 21.52790 -7.94304  0.0974
H -19.32794 22.23523 -6.37544  0.0733
C -17.19721 14.55956 -3.34184  -0.0789
C -17.36112 15.17798 -4.70804  -0.2986
O -18.03761 14.30220 -5.62173  -0.0872
H -18.12386 14.11756 -2.97200  0.0828
H -16.85876 15.29821 -2.61006  0.0561
H -16.43974 13.77089 -3.34537  0.0774
H -16.36886 15.42517 -5.09940  0.1217
H -17.94419 16.09533 -4.67517  0.0809
H -17.40571 13.63010 -5.89176  0.0988
C -16.39227 21.91296 -4.74979  -0.0724
C -16.55363 22.91777 -3.62426  -0.3052
O -16.39246 24.26190 -4.08952  -0.0803
H -15.34203 21.84649 -5.05351  0.0791
H -16.99182 22.15733 -5.62322  0.0618
H -16.70113 20.92869 -4.39391  0.0481
H -15.85319 22.69844 -2.81717  0.0827
H -17.57581 22.86144 -3.25493  0.0840
H -15.46852 24.38840 -4.32469  0.0766
C -20.73527 18.32014 4.04022  -0.0939
C -19.67362 19.24046 4.54722  -0.3155
O -20.19620 19.89826 5.72053  -0.0904
H -21.09214 17.59273 4.76618  0.0782
H -20.37125 17.77317 3.16690  0.0547
H -21.59438 18.90425 3.70153  0.0793
H -19.42297 20.00491 3.80691  0.1046
H -18.76766 18.69311 4.82758  0.1103
H -19.53622 20.52354 6.03235  0.0748
C -18.92726 23.35513 1.79344  -0.0834
C -18.04611 22.82543 0.68535  -0.3290
O -17.57747 21.52096 0.99811  -0.0982
H -19.38716 24.30938 1.51905  0.0640
H -18.36442 23.51477 2.71589  0.0738
H -19.74735 22.67737 2.04506  0.0667
H -17.20312 23.51418 0.54157  0.1067
H -18.58956 22.81015 -0.26590  0.0852
H -17.71712 20.98261 0.20478  0.0230
C -20.84046 16.80139 -4.91476  -0.0803
C -21.10126 16.02696 -6.19328  -0.2915
O -19.90597 15.95645 -6.97003  -0.1028
H -20.15195 16.27169 -4.25829  0.0646
H -21.76868 16.98893 -4.36841  0.0676
H -20.43718 17.76807 -5.20272  0.0438
H -21.83595 16.50370 -6.83964  0.1112
H -21.44756 15.01512 -5.95303  0.1132
H -19.25526 15.35609 -6.57685  0.0373
C -14.60414 17.25664 2.16295  -0.1028
C -13.61064 16.60432 3.11367  -0.3160
O -13.90756 16.89171 4.47605  -0.0855
H -14.50915 16.79543 1.17339  0.0690
H -14.37503 18.30906 1.98584  0.0735
H -15.62368 17.10925 2.51654  0.0750
H -12.61377 16.97682 2.86230  0.1083
H -13.69537 15.52293 3.05222  0.1105
H -14.11659 17.82796 4.55489  0.0783
C -13.14936 21.41383 -1.07063  -0.0852
C -13.77625 22.75147 -0.70312  -0.3170
O -12.83556 23.51739 0.03982  -0.0738
H -13.43247 21.11580 -2.08078  0.0648
H -13.38687 20.62502 -0.36144  0.0627
H -12.06051 21.50708 -1.09802  0.0781
H -14.68067 22.56359 -0.10899  0.1016
H -14.09899 23.28310 -1.60435  0.0942
H -13.21191 24.39010 0.18042  0.0803

***

Which structure is most stable? two, by 2.831 eV over the runner-up.

***

one:
Formula: C3H8NOS
Source: the OMol25 dataset
Level of theory: the ωB97M-V functional and the def2-TZVPD basis

For the LUMO energy, the calculation gives -0.150 Ha. The value obtained for the HOMO-LUMO gap is 9.335 eV. The value obtained for the HOMO energy is -13.4 eV. The SMILES is [NH3+][C@@H](C=O)CS. As for the net charge: +1.

Last column: natural (NBO) charge in e.
Cartesian coordinates (Å):
N 1.26859 0.00722 0.93090  -0.6884
C -0.16001 -0.16178 0.31745  -0.1605
C -1.14194 0.84551 1.05779  0.4349
O -0.76513 1.88080 1.49128  -0.4511
C -0.11752 0.09352 -1.24073  -0.5533
S -0.97549 -1.17081 -2.29633  0.0676
H 1.93086 -0.73372 0.57124  0.4532
H 1.27255 -0.04382 1.89259  0.4384
H 1.67452 0.96538 0.60303  0.4665
H -0.43689 -1.25404 0.36277  0.2472
H -2.14628 0.47744 0.81970  0.1609
H 0.88140 0.19175 -1.64156  0.2349
H -0.60252 1.06061 -1.37212  0.2483
H -0.68214 -2.15806 -1.49600  0.1012

***

two:
Formula: C3H8NOS
Source: the OMol25 dataset
Level of theory: the ωB97M-V functional and the def2-TZVPD basis

For the LUMO energy (spin up / spin down), the calculation gives -0.182 / -0.164 Ha. The value obtained for the HOMO-LUMO gap (spin up / spin down) is 7.450 / 8.296 eV. The value obtained for the HOMO energy (spin up / spin down) is -12.4 / -12.7 eV. As for the net charge: +1.

Last column: natural (NBO) charge in e.
Cartesian coordinates (Å):
C 1.51758 0.14510 -0.73431  -0.2870
C 1.15528 -1.31340 -0.86994  0.2188
C -0.69662 -0.56146 0.22518  -0.0179
N 0.24592 0.67951 -0.00024  -0.5627
O 0.01487 -1.52534 -0.41858  -0.2771
S -2.31671 -0.45661 -0.08189  0.1363
H 2.38856 0.24614 -0.16166  0.2586
H 1.50117 0.68544 -1.68721  0.2580
H 1.59038 -2.17773 -1.12271  0.2249
H -1.31296 0.99961 2.07431  0.0225
H -1.58111 1.32444 1.37518  -0.0287
H 0.56895 1.13037 0.84370  0.4565
H -0.34232 1.23382 -0.60752  0.4461
H -2.73299 -0.40988 1.16569  0.1517

***

Which structure is most stable? one, by 4.124 eV over the runner-up.